[1]
{"formula": "C9H21BBrClN5O3", "method": "ωB97M-V/def2-TZVPD", "homo_ev": -12.15, "total_charge": 1, "orbital_gap_ev": 7.255, "lumo_ev": -4.9, "symbols": ["C", "C", "C", "O", "C", "N", "C", "N", "C", "N", "N", "Br", "C", "Cl", "B", "O", "N", "C", "C", "O", "H", "H", "H", "H", "H", "H", "H", "H", "H", "H", "H", "H", "H", "H", "H", "H", "H", "H", "H", "H", "H"], "coordinates": [[2.998, -2.433, -1.926], [1.957, -1.663, -0.872], [2.731, -1.381, 0.574], [1.853, -1.450, 1.745], [0.852, -0.375, 1.787], [1.310, 0.962, 1.257], [0.180, 1.831, 0.760], [0.486, 3.158, 0.433], [1.882, 3.765, 0.598], [2.905, 3.241, -0.382], [-1.261, 1.377, 0.585], [-2.458, 2.556, 1.495], [-1.503, 0.043, 1.256], [-2.152, 0.363, 2.991], [-2.775, -0.720, 0.471], [-3.624, -1.580, 1.362], [-3.098, -0.551, -1.003], [-2.317, -1.649, -1.729], [-4.611, -0.837, -1.118], [-0.385, -0.904, 1.200], [3.793, -1.597, -2.236], [2.417, -2.759, -2.903], [3.511, -3.346, -1.388], [1.093, -2.451, -0.659], [1.483, -0.704, -1.345], [3.493, -2.294, 0.684], [3.430, -0.420, 0.537], [0.620, -0.202, 2.946], [1.826, 1.405, 2.076], [-0.244, 3.828, 0.044], [1.813, 4.951, 0.477], [2.201, 3.605, 1.736], [2.500, 3.008, -1.316], [3.577, 4.055, -0.522], [-3.153, -2.442, 1.565], [-2.855, -2.701, -1.637], [-2.145, -1.307, -2.840], [-1.269, -1.769, -1.218], [-4.981, -0.323, -2.128], [-5.231, -0.306, -0.258], [-4.848, -1.985, -1.100]]}

***

[2]
{"formula": "C5H12NdO3", "method": "ωB97M-V/def2-TZVPD", "spin_multiplicity": 5, "homo_ev": [-16.09, -18.16], "total_charge": 2, "de_lowest_kcal_mol": 0.0, "orbital_gap_ev": [8.250, 10.358], "lumo_ev": [-7.8, -7.8], "s2": 6.00, "symbols": ["C", "H", "H", "H", "O", "C", "H", "H", "O", "C", "C", "O", "C", "Nd", "H", "H", "H", "H", "H", "H", "H"], "coordinates": [[1.762, -0.347, -2.087], [1.092, 0.475, -2.368], [2.218, -0.121, -1.119], [1.249, -1.317, -2.033], [2.821, -0.431, -3.046], [2.485, -0.988, -4.268], [2.135, -2.020, -4.108], [1.804, -0.340, -4.835], [6.003, 1.040, -3.707], [5.342, 1.513, -4.656], [3.968, -1.112, -5.175], [4.849, -1.850, -4.333], [5.814, -2.644, -5.010], [5.421, -0.877, -2.173], [5.846, 1.961, -5.530], [4.302, 1.835, -4.461], [4.596, -0.524, -5.861], [3.589, -1.760, -5.982], [6.234, -3.347, -4.283], [5.332, -3.200, -5.825], [6.602, -1.995, -5.419]]}

***

[3]
{"formula": "C24H36P2PdSi", "method": "ωB97M-V/def2-TZVPD", "spin_multiplicity": 3, "homo_ev": [-4.89, -7.19], "de_lowest_kcal_mol": 2.4, "orbital_gap_ev": [5.546, 7.406], "lumo_ev": [0.7, 0.2], "s2": 2.01, "symbols": ["C", "C", "C", "H", "C", "C", "H", "H", "H", "H", "Pd", "C", "H", "H", "H", "Si", "C", "C", "H", "C", "H", "C", "H", "C", "H", "C", "H", "C", "C", "H", "C", "H", "C", "H", "C", "H", "C", "H", "H", "H", "C", "P", "C", "C", "C", "P", "C", "C", "H", "H", "H", "H", "H", "H", "H", "H", "H", "H", "H", "H", "H", "H", "H", "H"], "coordinates": [[0.720, 2.412, 3.711], [1.121, 2.770, 2.382], [-0.050, 3.111, 1.639], [2.145, 2.812, 2.016], [-1.181, 3.015, 2.513], [-0.711, 2.574, 3.793], [-1.317, 2.452, 4.692], [1.381, 2.140, 4.533], [-0.077, 3.420, 0.595], [-2.207, 3.272, 2.261], [-0.316, 0.847, 2.321], [-0.433, 0.316, 0.284], [-1.330, 0.772, -0.158], [-0.414, -0.762, 0.138], [0.477, 0.806, -0.095], [-0.457, -1.114, -3.601], [1.289, -0.874, -4.127], [1.954, 0.342, -3.888], [1.431, 1.172, -3.406], [3.294, 0.483, -4.274], [3.806, 1.428, -4.088], [3.974, -0.576, -4.888], [5.018, -0.467, -5.171], [3.302, -1.783, -5.125], [3.823, -2.615, -5.605], [1.966, -1.941, -4.748], [1.435, -2.877, -4.931], [-1.434, 0.368, -4.096], [-1.240, 1.016, -5.332], [-0.504, 0.637, -6.045], [-2.001, 2.150, -5.643], [-1.843, 2.657, -6.596], [-2.963, 2.631, -4.746], [-3.553, 3.512, -4.991], [-3.179, 1.954, -3.538], [-3.935, 2.310, -2.835], [-2.442, 0.810, -3.219], [-2.636, 0.253, -2.299], [-0.441, -1.365, -2.137], [-1.090, -2.255, -4.295], [-3.385, -1.638, 2.187], [-1.737, -1.035, 2.741], [-1.976, -0.736, 4.535], [-0.679, -2.567, 2.639], [0.799, -2.289, 2.342], [1.406, -0.820, 3.311], [3.046, -0.302, 2.735], [1.880, -1.668, 4.871], [-4.127, -0.826, 2.220], [-3.774, -2.470, 2.809], [-3.317, -1.983, 1.143], [-2.460, -1.597, 5.014], [-0.993, -0.517, 4.967], [-2.604, 0.154, 4.663], [-0.841, -3.105, 3.588], [-1.084, -3.210, 1.843], [1.421, -3.169, 2.539], [0.942, -2.006, 1.282], [3.380, 0.490, 3.426], [3.756, -1.144, 2.773], [2.993, 0.131, 1.731], [2.187, -0.900, 5.606], [1.052, -2.241, 5.313], [2.731, -2.363, 4.719]]}

***

[4]
{"formula": "C18H12BrI2NdO6S", "method": "ωB97M-V/def2-TZVPD", "spin_multiplicity": 4, "homo_ev": [-1.40, -1.41], "total_charge": -2, "de_lowest_kcal_mol": 21.6, "orbital_gap_ev": [4.941, 4.953], "lumo_ev": [3.5, 3.5], "s2": 3.75, "symbols": ["Nd", "Br", "C", "C", "C", "C", "C", "C", "C", "C", "C", "C", "H", "H", "H", "H", "H", "H", "I", "C", "H", "H", "I", "C", "C", "C", "C", "C", "C", "C", "O", "O", "H", "H", "H", "H", "O", "S", "O", "O", "O"], "coordinates": [[6.589, 8.359, 9.167], [7.537, 7.468, 12.405], [9.309, 7.962, 12.300], [10.082, 7.819, 13.448], [11.473, 7.977, 13.422], [12.045, 8.568, 12.318], [11.314, 8.825, 11.109], [11.923, 9.239, 9.942], [11.334, 8.836, 8.727], [10.051, 8.319, 8.687], [9.277, 8.339, 9.779], [9.864, 8.470, 11.068], [9.606, 7.302, 14.299], [12.045, 7.543, 14.230], [13.136, 8.838, 12.277], [12.934, 9.535, 10.096], [12.049, 8.598, 7.907], [9.693, 7.931, 7.734], [8.370, 5.195, 9.535], [6.454, 5.714, 9.120], [5.850, 5.612, 10.004], [6.075, 5.098, 8.293], [5.943, 16.047, 8.583], [6.382, 14.066, 7.896], [6.871, 13.075, 8.746], [7.290, 11.854, 8.176], [7.000, 11.549, 6.800], [6.264, 12.505, 6.024], [6.061, 13.748, 6.526], [7.148, 10.110, 6.295], [7.158, 10.033, 5.079], [7.183, 9.111, 7.148], [6.886, 13.202, 9.786], [7.713, 11.081, 8.829], [6.032, 12.337, 4.946], [5.624, 14.545, 6.010], [4.490, 9.585, 8.570], [4.514, 9.645, 10.127], [3.459, 10.422, 10.741], [5.848, 10.171, 10.568], [4.472, 8.159, 10.506]]}

***

[5]
{"formula": "C35H30Cl3GeN11O4SV", "method": "ωB97M-V/def2-TZVPD", "spin_multiplicity": 2, "homo_ev": [-11.90, -11.90], "total_charge": 2, "orbital_gap_ev": [4.794, 5.310], "lumo_ev": [-7.1, -6.6], "s2": 0.77, "symbols": ["V", "S", "C", "C", "C", "C", "C", "C", "C", "C", "C", "N", "H", "H", "H", "H", "H", "H", "C", "O", "C", "C", "C", "C", "C", "C", "C", "N", "C", "C", "N", "C", "C", "C", "C", "N", "C", "C", "N", "C", "C", "C", "C", "H", "H", "H", "H", "H", "H", "H", "H", "H", "H", "H", "H", "H", "H", "N", "N", "C", "N", "N", "N", "O", "O", "H", "H", "H", "H", "H", "O", "N", "C", "C", "C", "C", "C", "H", "H", "H", "H", "H", "Cl", "Ge", "Cl", "Cl"], "coordinates": [[0.101, 2.054, 0.061], [0.495, 2.773, 4.558], [0.356, 1.107, 4.249], [0.279, 0.845, 2.918], [0.325, 2.019, 2.103], [0.457, 3.154, 2.880], [0.522, 4.568, 2.461], [0.459, 5.618, 3.376], [0.488, 6.919, 2.908], [0.573, 7.145, 1.542], [0.638, 6.047, 0.701], [0.618, 4.786, 1.145], [0.339, 0.404, 5.065], [0.182, -0.164, 2.547], [0.384, 5.424, 4.437], [0.447, 7.747, 3.602], [0.595, 8.144, 1.133], [0.719, 6.180, -0.372], [-0.499, -11.623, -0.362], [0.683, -10.831, -0.311], [0.555, -9.496, -0.281], [1.754, -8.772, -0.270], [1.726, -7.400, -0.248], [0.509, -6.707, -0.233], [-0.677, -7.435, -0.236], [-0.665, -8.818, -0.257], [0.448, -5.253, -0.205], [-0.655, -4.529, -0.207], [-0.232, -3.238, -0.166], [1.147, -3.156, -0.133], [1.569, -4.460, -0.152], [1.846, -1.927, 0.023], [3.232, -1.773, 0.217], [3.731, -0.532, 0.506], [2.865, 0.568, 0.550], [1.577, 0.471, 0.283], [1.058, -0.765, 0.053], [-0.372, -0.832, 0.002], [-1.034, 0.340, 0.195], [-2.348, 0.300, 0.353], [-3.086, -0.881, 0.260], [-2.436, -2.066, 0.028], [-1.036, -2.060, -0.067], [-0.161, -12.652, -0.427], [-1.094, -11.376, -1.242], [-1.094, -11.491, 0.543], [2.686, -9.318, -0.282], [2.673, -6.874, -0.246], [-1.618, -6.903, -0.219], [-1.599, -9.357, -0.253], [2.517, -4.796, -0.154], [3.892, -2.629, 0.176], [4.782, -0.382, 0.705], [3.247, 1.537, 0.836], [-2.850, 1.232, 0.572], [-4.159, -0.840, 0.380], [-2.966, -3.006, -0.055], [1.889, 3.199, -0.475], [2.616, 2.658, -1.563], [1.850, 1.996, -2.477], [2.330, 1.811, -3.685], [0.668, 1.601, -1.983], [-0.244, 0.956, -2.827], [0.152, 0.332, -3.779], [-1.390, 1.042, -2.457], [1.500, 4.101, -0.795], [2.528, 3.415, 0.287], [3.298, 3.303, -1.952], [3.132, 2.333, -4.001], [1.766, 1.317, -4.364], [-1.321, 2.995, 0.016], [-2.421, 3.733, -0.018], [-3.151, 3.670, -1.145], [-4.231, 4.520, -1.263], [-4.525, 5.395, -0.230], [-3.741, 5.405, 0.922], [-2.663, 4.561, 1.014], [-2.852, 2.926, -1.870], [-4.817, 4.490, -2.170], [-5.364, 6.070, -0.317], [-3.955, 6.071, 1.745], [-1.973, 4.504, 1.842], [1.638, 5.517, -2.719], [-0.569, 4.712, -2.742], [-1.611, 6.600, -3.232], [-0.433, 3.731, -4.749]]}

***

[6]
{"formula": "C24H33N4O4S", "method": "ωB97M-V/def2-TZVPD", "homo_ev": -10.55, "total_charge": 1, "orbital_gap_ev": 3.783, "lumo_ev": -6.8, "symbols": ["C", "C", "C", "C", "C", "C", "C", "C", "C", "C", "C", "S", "C", "N", "N", "C", "O", "C", "O", "N", "C", "O", "H", "H", "H", "H", "H", "H", "H", "H", "H", "H", "H", "H", "H", "H", "H", "C", "C", "C", "C", "C", "C", "N", "O", "C", "C", "C", "H", "H", "H", "H", "H", "H", "H", "H", "H", "H", "H", "H", "H", "H", "H", "H", "H", "H"], "coordinates": [[0.424, -1.708, 0.603], [1.323, -2.347, -0.413], [2.016, -3.517, -0.089], [2.851, -4.162, -0.998], [2.991, -3.611, -2.252], [2.315, -2.452, -2.607], [1.475, -1.803, -1.706], [0.737, -0.565, -2.163], [-0.695, -0.943, -2.601], [-1.233, -0.080, -3.745], [-2.301, -0.843, -4.531], [-3.766, -1.095, -3.485], [-3.862, -2.818, -3.362], [-4.859, -3.488, -2.886], [-4.509, -4.821, -2.956], [-3.327, -4.855, -3.460], [-2.837, -3.629, -3.743], [2.674, -2.121, -4.026], [2.195, -1.317, -4.769], [3.723, -2.982, -4.314], [3.782, -4.067, -3.436], [4.315, -5.108, -3.646], [-0.139, -2.471, 1.133], [0.967, -1.092, 1.317], [-0.318, -1.073, 0.136], [1.881, -3.934, 0.899], [3.376, -5.072, -0.749], [0.716, 0.153, -1.343], [1.263, -0.104, -2.988], [-0.627, -1.966, -2.971], [-1.372, -0.979, -1.755], [-1.712, 0.800, -3.309], [-0.433, 0.248, -4.401], [-2.567, -0.331, -5.448], [-1.904, -1.823, -4.772], [-2.727, -5.721, -3.655], [4.024, -3.101, -5.272], [1.142, 4.235, 4.362], [1.156, 3.310, 3.118], [0.493, 3.998, 1.913], [-1.027, 4.113, 2.009], [-1.679, 2.762, 2.291], [-1.112, 2.047, 3.527], [0.405, 2.018, 3.391], [0.768, 1.129, 2.696], [-1.551, 2.767, 4.816], [-1.670, 0.630, 3.630], [2.624, 3.027, 2.809], [2.083, 4.771, 4.444], [0.355, 4.986, 4.322], [1.028, 3.672, 5.288], [0.745, 3.440, 1.005], [0.940, 4.986, 1.811], [-1.309, 4.838, 2.776], [-1.413, 4.506, 1.068], [-2.750, 2.884, 2.443], [-1.558, 2.115, 1.415], [-1.054, 2.348, 5.691], [-2.621, 2.634, 4.952], [-1.373, 3.839, 4.803], [-1.522, 0.053, 2.718], [-2.740, 0.686, 3.807], [-1.218, 0.086, 4.460], [3.105, 2.496, 3.631], [3.138, 3.974, 2.670], [2.759, 2.448, 1.896]]}

***

Max |F| values, unit eV/A, following the record order: 4.44 3.66 1.36 4.18 1.42 4.72.
E_tot values, unit eV, following the record order: -106495.29360 -26780.31925 -55404.30951 -143503.63312 -191956.65030 -50400.20069.